No. 1
{"formula": "C3H8O3S", "method": "ωB97M-V/def2-TZVPD", "de_lowest_kj_mol": 115.9, "energy_ha": -742.6378, "multiplicity": 2, "charge": 1, "homo_lumo_gap_ev": [9.8, 4.9], "lumo_energy_ev": [-4.747, -9.587], "elements": ["O", "C", "O", "C", "C", "S", "H", "H", "H", "H", "H", "H", "H", "H", "O"], "positions_angstrom": [[-0.761, -0.669, -2.917], [-0.199, -0.813, -1.836], [0.522, -1.907, -1.420], [-0.326, 0.220, -0.705], [-1.050, -0.094, 0.556], [-1.147, 1.271, 1.835], [0.148, -2.689, -1.833], [0.673, 0.451, -0.262], [-0.644, 1.184, -1.183], [-0.357, -0.823, 1.035], [-2.091, -0.644, 0.603], [-0.861, 0.451, 2.900], [4.152, 0.855, 1.952], [2.586, 0.288, 2.120], [3.263, 0.666, 1.490]], "forces_ev_per_angstrom": [[1.663, -0.583, 2.842], [-1.656, -0.467, -1.316], [-0.890, 1.325, 0.185], [1.257, 3.054, -0.972], [-0.987, -2.493, 1.959], [0.179, -1.115, -0.808], [0.202, -0.396, -0.675], [-0.153, -0.219, -1.050], [-0.018, -0.938, 0.299], [-0.783, 0.152, 0.221], [1.539, 1.337, -0.358], [-0.300, 0.381, -0.368], [-2.413, -0.663, -0.662], [1.949, 0.659, -0.608], [0.411, -0.035, 1.309]], "lowdin_charge": [0.139, -0.441, 0.112, -0.173, -0.438, 1.143, 0.131, 0.128, 0.148, 0.099, 0.165, -0.021, 0.093, 0.038, -0.122]}

=====

No. 2
{"formula": "C13H21AsBrF3N3O4S2Se2Te2Ti", "method": "ωB97M-V/def2-TZVPD", "de_lowest_kj_mol": 305.1, "energy_ha": -13067.5203, "charge": -1, "homo_lumo_gap_ev": 5.7, "lumo_energy_ev": 1.457, "elements": ["Ti", "C", "C", "C", "C", "C", "Br", "N", "C", "H", "H", "H", "H", "H", "H", "Se", "Te", "Te", "Se", "S", "C", "N", "C", "C", "N", "H", "H", "H", "H", "H", "H", "F", "C", "F", "F", "S", "O", "O", "O", "C", "As", "C", "C", "O", "H", "H", "H", "H", "H", "H", "H", "H", "H"], "positions_angstrom": [[1.079, -0.628, -0.470], [4.635, 2.607, 3.279], [3.604, 1.760, 2.587], [3.015, 0.660, 3.216], [2.083, -0.112, 2.550], [1.751, 0.257, 1.250], [-1.171, -0.704, 3.088], [2.312, 1.290, 0.639], [3.214, 2.035, 1.286], [4.425, 2.682, 4.346], [4.659, 3.613, 2.861], [5.632, 2.174, 3.164], [3.291, 0.418, 4.237], [1.589, -0.946, 3.024], [3.619, 2.884, 0.744], [-0.563, -0.494, -2.705], [-2.825, -1.298, -3.136], [-3.140, 1.250, -0.318], [-0.732, 1.038, -0.699], [0.544, 4.998, -1.192], [-0.174, 4.572, 0.248], [0.296, 3.664, 1.126], [-0.656, 3.332, 2.180], [-1.819, 4.305, 1.894], [-1.330, 5.082, 0.754], [1.002, 3.019, 0.814], [-0.216, 3.501, 3.164], [-0.970, 2.287, 2.118], [-2.017, 4.956, 2.746], [-2.728, 3.760, 1.636], [-1.962, 5.507, 0.098], [3.980, -1.621, 0.048], [4.476, -1.395, -1.185], [5.209, -0.288, -1.144], [5.255, -2.420, -1.513], [3.061, -1.230, -2.357], [2.126, -2.254, -1.873], [3.627, -1.325, -3.657], [2.477, 0.077, -1.957], [-1.050, -4.366, -0.331], [-1.077, -2.920, 0.944], [-0.730, -3.822, 2.597], [-2.831, -2.258, 0.672], [0.324, -2.107, 0.365], [-1.818, -5.102, -0.096], [-0.065, -4.830, -0.310], [-1.236, -3.948, -1.322], [-0.618, -4.887, 2.394], [-1.549, -3.614, 3.278], [0.177, -3.400, 3.022], [-3.463, -3.135, 0.836], [-2.915, -1.948, -0.372], [-3.056, -1.456, 1.360]], "forces_ev_per_angstrom": [[-0.963, -0.490, 0.010], [-0.038, -0.025, -0.022], [0.009, 0.040, -0.035], [-0.013, -0.019, -0.015], [0.032, 0.104, 0.128], [-0.066, -0.327, -0.115], [-0.013, 0.069, 0.108], [0.070, -0.087, -0.102], [0.058, 0.048, -0.017], [0.008, 0.014, 0.004], [0.007, 0.002, 0.003], [0.006, 0.000, 0.012], [0.009, 0.006, 0.003], [-0.005, -0.010, -0.012], [0.013, -0.008, 0.010], [0.356, 0.201, -0.194], [-0.078, -0.201, 0.122], [-0.013, -0.021, 0.110], [0.115, 0.436, -0.166], [-0.020, 0.053, 0.023], [-0.019, -0.046, 0.080], [-0.026, 0.078, 0.008], [0.034, 0.020, -0.029], [-0.015, 0.022, -0.022], [0.015, -0.098, 0.024], [0.006, -0.005, -0.038], [-0.016, -0.004, 0.002], [-0.007, -0.003, 0.028], [-0.014, -0.003, 0.002], [0.008, -0.003, -0.007], [0.013, 0.022, -0.003], [0.086, 0.114, -0.039], [-0.109, 0.001, 0.128], [0.041, 0.002, -0.036], [0.035, -0.061, -0.028], [-0.172, -0.027, 0.086], [0.321, 0.264, 0.085], [-0.143, -0.038, 0.020], [0.121, -0.409, 0.221], [0.088, 0.030, -0.131], [0.223, -0.488, -0.141], [0.084, -0.033, 0.045], [-0.161, 0.090, 0.009], [0.191, 0.740, -0.202], [-0.018, 0.003, 0.037], [-0.018, -0.018, -0.021], [-0.003, -0.004, 0.007], [0.001, 0.002, -0.001], [0.002, 0.005, 0.009], [-0.001, -0.007, 0.013], [0.006, 0.003, 0.003], [-0.004, 0.014, 0.031], [-0.020, 0.051, 0.004]], "lowdin_charge": [0.612, -0.052, -0.249, -0.017, -0.108, -0.353, -0.077, -0.001, -0.097, 0.076, 0.077, 0.081, 0.116, 0.039, 0.128, -0.148, 0.103, 0.244, -0.085, 0.519, -0.961, 0.000, -0.159, -0.162, 0.008, 0.055, 0.111, 0.043, 0.104, 0.056, 0.120, 0.117, -0.660, 0.153, 0.150, 0.524, -0.354, -0.222, -0.403, -0.208, 0.982, -0.270, -0.302, -0.591, 0.040, 0.042, 0.024, 0.034, 0.013, 0.016, 0.053, -0.094, -0.068]}

=====

No. 3
{"formula": "C33H42HgN3P2SSe", "method": "ωB97M-V/def2-TZVPD", "energy_ha": -5082.6955, "multiplicity": 2, "homo_lumo_gap_ev": [6.3, 6.2], "lumo_energy_ev": [-0.385, -1.220], "elements": ["Hg", "C", "C", "C", "C", "C", "C", "H", "H", "H", "H", "H", "H", "C", "P", "C", "N", "C", "C", "C", "C", "C", "C", "N", "C", "P", "C", "C", "C", "C", "C", "C", "C", "C", "C", "H", "H", "H", "H", "H", "H", "H", "H", "H", "H", "H", "H", "H", "H", "H", "H", "H", "H", "H", "H", "H", "H", "H", "H", "H", "H", "H", "H", "S", "C", "C", "N", "C", "H", "H", "H", "Se", "C", "C", "C", "C", "C", "C", "H", "H", "H", "H", "H"], "positions_angstrom": [[-0.797, -0.873, 0.061], [0.003, -0.549, 3.472], [0.966, 0.387, 3.114], [0.580, 1.641, 2.659], [-0.769, 1.961, 2.566], [-1.732, 1.025, 2.920], [-1.345, -0.229, 3.373], [0.303, -1.528, 3.822], [2.017, 0.138, 3.190], [1.330, 2.371, 2.383], [-1.070, 2.939, 2.213], [-2.783, 1.266, 2.837], [-2.098, -0.962, 3.635], [3.667, 1.332, 0.572], [2.391, 0.542, -0.483], [2.744, 1.445, -2.084], [3.948, 1.893, -2.305], [4.186, 2.545, -3.479], [5.492, 3.010, -3.764], [5.740, 3.652, -4.940], [4.695, 3.874, -5.875], [3.431, 3.430, -5.618], [3.161, 2.740, -4.411], [1.901, 2.280, -4.168], [1.679, 1.662, -3.043], [-0.037, 1.036, -2.665], [-0.672, 0.785, -4.368], [-0.870, 2.637, -2.152], [-0.098, 3.197, -0.954], [-0.935, 3.680, -3.264], [-2.284, 2.271, -1.702], [3.140, -1.134, -0.843], [2.342, -1.758, -1.992], [4.622, -1.107, -1.205], [2.931, -1.970, 0.426], [4.637, 1.398, 0.083], [3.754, 0.776, 1.507], [3.331, 2.342, 0.813], [6.268, 2.833, -3.031], [6.739, 3.998, -5.168], [4.908, 4.398, -6.797], [2.615, 3.587, -6.310], [-0.307, 1.540, -5.062], [-1.763, 0.799, -4.339], [-0.359, -0.200, -4.716], [0.888, 3.571, -1.244], [0.039, 2.441, -0.177], [-0.657, 4.032, -0.520], [0.041, 3.877, -3.707], [-1.317, 4.619, -2.851], [-1.615, 3.372, -4.061], [-2.277, 1.585, -0.850], [-2.859, 1.803, -2.500], [-2.818, 3.178, -1.402], [2.507, -1.222, -2.931], [1.269, -1.759, -1.788], [2.658, -2.795, -2.139], [4.824, -0.465, -2.063], [4.948, -2.121, -1.455], [5.237, -0.761, -0.372], [1.870, -2.086, 0.662], [3.422, -1.523, 1.293], [3.363, -2.965, 0.281], [-1.554, -5.640, -1.525], [0.149, -5.673, -1.457], [0.586, -4.737, -0.579], [-0.397, -3.998, 0.039], [-1.571, -4.381, -0.372], [0.730, -6.351, -2.059], [1.620, -4.548, -0.333], [-2.500, -3.944, -0.031], [-3.581, -1.316, 0.486], [-4.447, -0.466, -0.984], [-3.988, -0.642, -2.291], [-4.658, -0.062, -3.358], [-5.803, 0.692, -3.138], [-6.264, 0.873, -1.841], [-5.585, 0.308, -0.769], [-3.102, -1.241, -2.463], [-4.291, -0.209, -4.367], [-6.338, 1.126, -3.972], [-7.154, 1.462, -1.660], [-5.942, 0.460, 0.242]], "forces_ev_per_angstrom": [[-0.461, 0.074, -0.002], [0.003, 0.013, -0.014], [-0.023, 0.007, 0.006], [-0.019, -0.006, 0.035], [0.012, -0.023, 0.004], [0.023, 0.027, 0.047], [0.015, -0.010, 0.031], [0.000, -0.003, -0.008], [-0.002, -0.004, -0.003], [-0.004, -0.007, -0.016], [-0.001, 0.000, -0.006], [-0.003, -0.012, -0.034], [-0.002, 0.000, 0.001], [0.035, 0.045, -0.052], [-0.036, 0.184, -0.081], [-0.229, -0.060, 0.047], [0.086, 0.041, -0.074], [0.227, -0.042, 0.205], [-0.063, -0.033, 0.048], [-0.096, 0.066, -0.142], [0.152, -0.021, 0.097], [-0.053, -0.061, 0.062], [-0.211, 0.040, -0.206], [0.069, 0.069, -0.098], [-0.005, -0.224, 0.245], [-0.034, 0.005, -0.057], [0.044, 0.015, -0.038], [0.127, 0.018, 0.083], [0.032, -0.005, 0.017], [-0.036, 0.049, -0.011], [-0.032, 0.083, 0.032], [-0.045, -0.064, -0.054], [0.013, -0.019, -0.019], [0.049, -0.016, 0.002], [-0.014, -0.007, 0.000], [-0.004, -0.010, 0.016], [-0.002, 0.000, -0.001], [0.003, -0.002, 0.009], [-0.005, 0.000, 0.005], [-0.006, 0.019, -0.003], [0.010, 0.001, 0.001], [0.002, -0.023, -0.006], [-0.032, 0.023, 0.007], [0.004, -0.006, 0.024], [0.008, -0.002, -0.007], [-0.019, 0.012, -0.007], [-0.023, -0.001, 0.003], [0.016, 0.008, -0.015], [-0.006, -0.004, 0.024], [-0.015, -0.011, -0.009], [0.014, -0.006, -0.004], [0.017, 0.010, 0.005], [-0.034, 0.008, -0.026], [0.016, -0.009, 0.015], [0.019, -0.007, 0.000], [0.000, -0.012, 0.026], [0.010, 0.012, -0.018], [-0.017, -0.016, 0.018], [0.000, 0.006, 0.010], [-0.009, 0.000, -0.003], [0.002, -0.006, -0.019], [0.033, -0.011, -0.011], [0.006, 0.005, 0.008], [-0.137, -0.105, -0.093], [0.077, 0.004, -0.061], [-0.074, 0.083, 0.135], [0.024, -0.129, -0.120], [0.103, 0.057, 0.135], [0.017, -0.012, 0.027], [-0.002, 0.021, -0.020], [0.030, 0.057, -0.042], [0.307, 0.071, 0.114], [0.131, -0.061, -0.188], [-0.040, -0.072, -0.005], [-0.007, -0.050, 0.029], [-0.030, -0.003, -0.013], [0.061, -0.002, 0.030], [0.025, 0.021, -0.022], [-0.009, -0.002, -0.015], [-0.002, -0.008, 0.004], [0.016, 0.028, 0.006], [-0.003, -0.003, 0.006], [0.000, 0.009, 0.000]], "lowdin_charge": [0.657, -0.119, -0.121, -0.122, -0.110, -0.131, -0.151, 0.104, 0.091, 0.093, 0.100, 0.098, 0.099, -0.278, 0.969, -0.396, 0.129, -0.208, -0.016, -0.075, -0.075, -0.015, -0.207, 0.128, -0.401, 0.963, -0.272, -0.728, -0.112, -0.093, -0.111, -0.739, -0.123, -0.094, -0.122, 0.027, 0.027, 0.033, 0.113, 0.103, 0.103, 0.114, 0.029, 0.024, 0.035, 0.078, 0.031, 0.088, 0.065, 0.086, 0.077, 0.039, 0.056, 0.095, 0.076, 0.017, 0.082, 0.067, 0.086, 0.075, 0.031, 0.068, 0.080, 0.998, -0.415, -0.269, -0.055, -0.526, 0.063, 0.087, 0.004, 0.533, -0.698, -0.170, -0.114, -0.100, -0.091, -0.144, 0.089, 0.100, 0.098, 0.100, 0.091]}

=====

> Number 3 is which compound?

C33H42HgN3P2SSe

=====

> Number 2 is which compound?

C13H21AsBrF3N3O4S2Se2Te2Ti